Here is a molecular structure, C17H38BBr2FNbO6 from the OMol25 dataset. Energies are from ωB97M-V/def2-TZVPD.

Element x y z (Å)
C1 -0.3856 1.8288 -1.5675
C2 0.6254 1.8244 -0.2502
B1 1.4641 0.4257 -0.0526
O1 2.8067 0.3730 -0.7339
Nb1 0.7702 -1.4332 1.1048
C3 -1.4321 -1.1434 0.4303
C4 -2.1910 0.1110 1.1475
F1 -3.6503 -0.0193 0.7722
C5 1.3118 -2.6628 -0.7287
C6 0.1332 -2.9089 -1.8255
C7 0.0145 -1.7018 -2.9778
O2 -1.3772 -1.3682 -3.3188
C8 0.5245 -0.0804 2.9180
C9 1.9614 0.2587 3.6968
C10 1.6360 0.5032 5.3173
C11 1.3100 2.1193 5.5906
O3 2.5663 2.8771 5.4891
C12 0.3374 -3.3562 2.1994
Br1 -0.6674 -4.7495 1.0925
C13 -0.4473 -3.3004 3.6184
C14 0.4854 -2.7900 4.9106
Br2 -2.2881 -2.5098 3.5863
H1 -0.7612 0.7655 -1.8790
H2 0.1494 2.2889 -2.5284
H3 -1.3336 2.4902 -1.3329
H4 1.4374 2.6674 -0.4862
H5 0.0515 2.2018 0.7011
H6 2.7696 1.0093 -1.5214
H7 2.5341 -1.6256 1.6238
H8 -1.5150 -0.9473 -0.7447
H9 -2.0010 -2.1382 0.6719
H10 -1.8757 1.1758 0.7816
H11 -2.1777 0.1239 2.3151
H12 2.2658 -2.1899 -1.2667
H13 1.6902 -3.7206 -0.3314
H14 -0.9240 -3.1894 -1.3820
H15 0.4612 -3.8684 -2.4573
H16 0.6078 -0.7358 -2.6904
H17 0.5142 -2.1024 -3.9852
H18 -2.0324 -1.9747 -2.8511
H19 -0.2725 -0.4010 3.7054
H20 0.1605 0.9771 2.4997
H21 2.4230 1.2539 3.2805
H22 2.6927 -0.6563 3.6496
H23 0.6731 -0.0692 5.6775
H24 2.5242 0.1073 6.0096
H25 0.5663 2.4304 4.7164
H26 0.7921 2.2001 6.6386
H27 2.4504 3.4365 4.6444
H28 1.3848 -3.8901 2.4139
H29 -0.6483 -4.4483 3.8981
H30 1.5178 -2.3479 4.5830
H31 0.7417 -3.7032 5.6351
H32 -0.1991 -2.0602 5.5168
C15 -1.5057 5.0154 -7.2947
O4 -1.9270 3.6543 -7.3610
C16 -1.5099 2.8895 -6.3206
O5 -0.8320 3.2685 -5.3783
O6 -1.9777 1.6300 -6.5101
C17 -1.6136 0.7081 -5.4845
H33 -1.8952 5.5329 -8.1756
H34 -1.9114 5.5021 -6.4020
H35 -0.4131 5.0825 -7.3111
H36 -2.0236 1.0227 -4.5193
H37 -0.5253 0.6031 -5.4285
H38 -2.0405 -0.2659 -5.7384

Calculated values
* HOMO level: -4.9 eV
* total charge: -1

***

Here is 3 unconnected molecules or ions with the total composition C17H38BN2O9 from the OMol25 dataset. Energies are from ωB97M-V/def2-TZVPD.

Element x y z (Å)
C1 9.3528 -2.9550 2.1161
B1 8.0852 -3.8389 1.8379
O1 8.0900 -5.1448 1.5732
C2 6.6676 -3.0692 1.8570
N1 6.4228 -2.3215 0.8471
C3 5.1156 -1.6288 0.9383
C4 4.4899 -2.1962 2.2123
O2 3.2704 -2.8844 2.0452
N2 3.4226 -3.8640 1.0055
O3 2.4563 -3.9529 0.3819
C5 5.6015 -3.0542 2.8813
H1 9.1559 -2.3597 3.0051
H2 10.2629 -3.5314 2.2120
H3 9.4308 -2.2238 1.3095
H4 8.9467 -5.4067 1.1909
H5 7.0839 -2.2687 0.0805
H6 5.3404 -0.5844 1.1164
H7 4.5175 -1.7432 0.0439
H8 4.2528 -1.3349 2.8234
H9 6.0424 -2.5971 3.7616
H10 5.2573 -4.0646 3.0661
C6 -0.6394 -3.3402 1.2291
O4 -1.4386 -2.3341 0.6495
C7 -0.6944 -1.1979 0.2503
C8 -1.2414 -0.5822 -1.0185
O5 -0.9830 -1.3250 -2.1988
C9 -1.6820 -2.5483 -2.3917
C10 -3.1573 -2.3967 -2.6876
O6 -3.8808 -2.0262 -1.5271
C11 -4.9592 -1.1532 -1.7872
H11 -0.2950 -3.0384 2.2263
H12 -1.2469 -4.2391 1.3211
H13 0.2191 -3.5685 0.5943
H14 0.3592 -1.4621 0.0919
H15 -0.7541 -0.4531 1.0566
H16 -0.7242 0.3700 -1.1657
H17 -2.3028 -0.3522 -0.9236
H18 -1.5170 -3.2342 -1.5594
H19 -1.2180 -2.9984 -3.2725
H20 -3.5461 -3.3600 -3.0430
H21 -3.2889 -1.6546 -3.4832
H22 -4.6420 -0.3023 -2.3993
H23 -5.3168 -0.7733 -0.8316
H24 -5.7790 -1.6791 -2.2878
C12 -5.2678 6.1331 1.4981
O7 -4.7576 5.8239 0.2194
C13 -3.5704 6.5283 -0.1009
C14 -2.6314 5.6802 -0.9296
O8 -1.9795 4.6398 -0.2139
C15 -2.7485 3.5217 0.1993
C16 -3.1826 2.6012 -0.9202
O9 -4.2209 3.1751 -1.6932
C17 -4.1413 2.8675 -3.0674
H25 -5.7016 7.1386 1.5176
H26 -6.0468 5.4076 1.7262
H27 -4.4891 6.0543 2.2650
H28 -3.0531 6.8520 0.8091
H29 -3.8457 7.4174 -0.6833
H30 -1.8244 6.3321 -1.2723
H31 -3.1292 5.2961 -1.8209
H32 -3.5989 3.8282 0.8099
H33 -2.0813 2.9479 0.8486
H34 -3.5602 1.6647 -0.4866
H35 -2.3121 2.3690 -1.5453
H36 -3.1384 3.0657 -3.4619
H37 -4.8485 3.5079 -3.5913
H38 -4.4074 1.8213 -3.2538

Calculated values
* HOMO level: -10.3 eV
* total charge: +1